Entry 1:
The following is a quantum chemistry calculation of a cluster of 2 separate species, C16H32FNO5P in total, from OMol25.

Its net charge is -1. The value obtained for the HOMO energy is -2.78 eV. For the frontier orbital gap, the calculation gives 5.102 eV.

```
56
Properties=species:S:1:pos:R:3:nbo_charge:R:1
C 3.486 0.523 1.543 -0.61
C 2.825 0.690 0.188 -0.42
C 2.385 2.165 0.051 -0.45
C 0.878 2.447 0.087 -0.22
N 0.039 1.451 -0.578 -0.66
C -0.885 0.726 0.203 0.42
C -0.410 0.279 1.592 -0.53
C -0.717 1.246 2.729 0.05
F -1.850 0.834 3.421 -0.38
O -2.154 1.409 0.381 -0.52
C -3.083 0.442 0.609 0.99
O -4.121 0.565 1.250 -0.58
O -2.693 -0.700 -0.023 -0.53
C -1.418 -0.463 -0.664 -0.03
C -1.776 -0.097 -2.137 -0.10
O -3.136 0.216 -2.304 -0.53
C -3.866 -0.745 -3.019 -0.24
P -0.463 -2.059 -0.375 0.79
C 0.117 -2.675 -2.015 -0.73
C 0.903 -1.637 -2.827 -0.61
C -1.748 -3.304 0.077 -0.69
C -1.106 -4.682 0.086 -0.61
H 4.404 1.092 1.570 0.22
H 2.836 0.896 2.323 0.25
H 3.740 -0.516 1.765 0.17
H 3.550 0.492 -0.602 0.18
H 2.026 -0.030 0.032 0.18
H 2.833 2.619 -0.829 0.18
H 2.802 2.694 0.912 0.30
H 0.734 3.398 -0.420 0.19
H 0.573 2.611 1.111 0.20
H 0.580 0.846 -1.170 0.37
H -0.862 -0.663 1.887 0.24
H 0.659 0.118 1.607 0.26
H 0.107 1.281 3.434 0.19
H -0.899 2.253 2.379 0.18
H -1.192 0.736 -2.513 0.22
H -1.532 -0.958 -2.756 0.17
H -4.916 -0.572 -2.807 0.19
H -3.631 -1.757 -2.695 0.16
H -3.729 -0.627 -4.093 0.16
H 0.790 -3.491 -1.782 0.24
H -0.706 -3.118 -2.577 0.20
H 1.965 -1.815 -2.738 0.22
H 0.666 -1.764 -3.879 0.21
H 0.670 -0.610 -2.581 0.20
H -2.198 -3.054 1.026 0.24
H -2.510 -3.287 -0.702 0.21
H -0.815 -5.002 -0.907 0.20
H -1.802 -5.426 0.460 0.21
H -0.225 -4.705 0.719 0.21
C 2.982 4.320 3.109 -0.19
O 3.298 3.013 3.049 -0.98
H 3.397 4.965 2.281 0.07
H 1.879 4.563 3.075 0.07
H 3.320 4.868 4.033 0.08
```

---

Entry 2:
The following is a quantum chemistry calculation of a structure of composition C16H32O32S8, from OMol25.

The calculation puts the energy above the lowest of the compared OMol25 structures with the same formula, charge and spin at 1.443 eV. The value obtained for the HOMO energy is -10.91 eV. For the frontier orbital gap, the calculation gives 11.193 eV.

```
88
Properties=species:S:1:pos:R:3:mulliken_charge:R:1
C 3.864 -2.509 3.913 -0.22
C 4.812 -1.600 3.110 -0.30
O 4.214 -0.207 3.053 -0.39
S 2.734 -0.398 3.523 0.97
O 1.904 -0.845 2.497 -0.30
O 2.492 0.796 4.233 -0.70
O 2.843 -1.638 4.491 -0.33
H 4.459 -2.842 4.771 0.33
H 3.451 -3.369 3.402 0.22
H 5.017 -2.119 2.158 0.21
H 5.726 -1.404 3.659 0.36
C -1.489 0.633 2.954 0.17
C -2.509 1.692 2.827 0.43
O -3.385 1.591 4.031 -0.33
S -2.635 0.662 5.081 1.05
O -3.183 -0.644 5.024 -0.59
O -2.503 1.325 6.312 -0.60
O -1.200 0.537 4.368 -0.29
H -0.584 0.885 2.407 -0.02
H -1.884 -0.365 2.665 0.10
H -3.142 1.604 1.969 -0.14
H -2.023 2.700 2.828 0.29
C 1.241 4.589 -2.886 0.38
C 2.148 3.681 -3.599 -0.25
O 1.552 3.290 -4.793 -0.16
S 0.682 4.500 -5.375 1.09
O -0.530 3.981 -5.826 -0.53
O 1.484 5.299 -6.217 -0.55
O 0.378 5.206 -3.877 -0.39
H 1.826 5.284 -2.233 0.31
H 0.514 4.061 -2.243 -0.21
H 2.318 2.757 -3.013 0.00
H 3.101 4.168 -3.825 0.33
C -4.468 3.083 -2.224 -0.23
C -4.075 3.552 -0.821 -0.33
O -4.052 2.362 -0.131 -0.15
S -5.215 1.376 -0.611 1.10
O -6.354 1.519 0.240 -0.58
O -4.578 0.150 -0.762 -0.50
O -5.520 2.131 -1.971 -0.35
H -3.723 2.627 -2.818 0.16
H -5.022 3.882 -2.711 0.35
H -4.799 4.311 -0.419 0.34
H -3.034 3.880 -0.839 0.19
C -0.497 0.849 -4.886 0.14
C 0.453 0.502 -5.940 -0.48
O 1.144 -0.816 -5.554 -0.49
S 1.355 -0.603 -3.941 1.06
O 2.425 0.270 -3.719 -0.61
O 1.320 -1.845 -3.317 -0.53
O -0.019 0.173 -3.695 -0.08
H -1.494 0.492 -5.100 0.47
H -0.524 1.930 -4.696 -0.20
H 1.197 1.284 -6.010 0.25
H 0.059 0.307 -6.950 0.36
C -2.197 -3.675 4.402 -0.49
C -1.383 -2.772 5.305 -0.23
O -0.310 -2.305 4.427 -0.26
S -0.130 -3.378 3.209 1.38
O 1.083 -4.074 3.465 -0.72
O -0.499 -2.730 2.003 -0.58
O -1.350 -4.448 3.503 -0.44
H -2.771 -2.987 3.741 0.22
H -2.827 -4.376 4.869 0.43
H -0.876 -3.378 6.086 0.27
H -1.884 -1.956 5.818 0.32
C 0.583 -0.377 -0.370 1.57
C 1.534 0.750 -0.462 -0.69
O 0.845 1.824 -1.259 -0.04
S -0.688 1.683 -0.775 0.97
O -1.467 2.053 -1.877 -0.27
O -0.824 2.280 0.485 -0.66
O -0.757 0.125 -0.652 -0.21
H 0.650 -0.743 0.672 -0.99
H 0.774 -1.144 -1.107 -0.42
H 2.506 0.489 -0.974 0.24
H 1.748 1.167 0.517 0.49
C 0.888 -4.211 -0.647 -0.42
C 1.762 -4.674 -1.758 -0.29
O 3.084 -4.644 -1.265 -0.40
S 3.207 -3.364 -0.236 1.38
O 3.720 -2.260 -0.904 -0.60
O 3.812 -3.938 0.926 -0.66
O 1.639 -3.107 -0.071 0.06
H 0.767 -5.064 0.049 0.33
H -0.058 -3.764 -0.980 0.32
H 1.708 -4.033 -2.619 0.16
H 1.434 -5.686 -2.034 0.38
```

---

Entry 3:
The following is a quantum chemistry calculation of the molecule C16H32S, from OMol25.

The value obtained for the HOMO energy is -8.37 eV. Its SMILES is CCCCCCCCCCCC[C@@H]1CCCS1. For the frontier orbital gap, the calculation gives 9.329 eV.

```
49
Properties=species:S:1:pos:R:3:nbo_charge:R:1
S 0.355 4.530 2.030 0.15
C -0.968 -5.762 -2.368 -0.61
C -0.200 6.267 2.174 -0.52
C -0.656 -4.356 -2.885 -0.40
C -1.663 6.213 1.646 -0.41
C 0.826 -4.017 -2.808 -0.39
C 1.421 -3.997 -1.413 -0.40
C 0.747 -2.999 -0.502 -0.40
C 1.336 -2.993 0.906 -0.39
C 0.419 -2.204 1.882 -0.39
C -0.033 -0.820 1.318 -0.40
C 1.190 0.091 1.061 -0.40
C 0.884 1.577 0.936 -0.40
C -0.111 1.867 -0.169 -0.40
C -1.690 5.285 0.457 -0.40
C -0.346 3.328 -0.446 -0.40
C -0.914 4.016 0.807 -0.32
H -1.937 -6.078 -2.682 0.21
H -1.059 -5.770 -1.267 0.20
H -0.203 -6.495 -2.694 0.20
H 0.455 6.910 1.519 0.21
H -0.135 6.594 3.222 0.23
H -0.922 -4.374 -3.941 0.20
H -1.286 -3.633 -2.394 0.20
H -2.325 5.813 2.430 0.20
H -2.028 7.218 1.340 0.21
H 0.958 -2.994 -3.184 0.20
H 1.362 -4.750 -3.427 0.20
H 2.480 -3.694 -1.472 0.20
H 1.434 -4.973 -0.967 0.20
H -0.315 -3.233 -0.399 0.19
H 0.887 -1.997 -0.918 0.20
H 1.470 -4.031 1.283 0.20
H 2.328 -2.551 0.832 0.20
H -0.441 -2.769 2.094 0.20
H 0.937 -2.067 2.827 0.20
H -0.686 -0.910 0.381 0.20
H -0.666 -0.303 2.075 0.20
H 1.687 -0.279 0.180 0.19
H 1.912 0.001 1.872 0.20
H 1.819 2.117 0.726 0.21
H 0.439 1.935 1.869 0.20
H -1.062 1.448 0.120 0.19
H 0.196 1.403 -1.119 0.20
H -2.730 5.025 0.141 0.22
H -1.092 5.804 -0.336 0.20
H -1.075 3.425 -1.273 0.21
H 0.590 3.840 -0.773 0.21
H -1.592 3.342 1.306 0.20
```

---

Entry 4:
The following is a quantum chemistry calculation of a cluster of 3 separate species, C16H33BrN2O2P2 in total, from OMol25.

The value obtained for the HOMO energy is -8.07 eV. Its SMILES is CP(C)#P(Br)c1ccccc1.COC[C@@H](C)N.COC[C@@H](C)N. For the frontier orbital gap, the calculation gives 7.630 eV.

```
56
Properties=species:S:1:pos:R:3:nbo_charge:R:1
C 3.340 3.504 -1.955 -0.93
P 3.252 1.682 -1.467 0.46
C 3.710 0.614 -2.962 -0.94
P 1.332 1.146 -0.587 0.46
Br 1.459 -1.103 -0.230 -0.22
C 0.004 1.581 -1.855 -0.39
C -1.097 2.627 -1.505 -0.21
C -2.154 3.004 -2.562 -0.22
C -2.140 2.370 -3.975 -0.22
C -1.060 1.311 -4.292 -0.22
C 0.024 0.909 -3.247 -0.21
H 4.442 3.737 -2.205 0.25
H 2.740 3.768 -2.895 0.23
H 3.034 4.230 -1.129 0.26
H 3.925 1.223 -3.909 0.24
H 4.689 0.069 -2.683 0.25
H 2.953 -0.192 -3.235 0.24
H -1.146 3.141 -0.491 0.25
H -2.958 3.772 -2.271 0.23
H -2.902 2.662 -4.779 0.23
H -1.015 0.817 -5.327 0.23
H 0.778 0.126 -3.583 0.23
C -4.410 2.930 3.969 -0.62
C -4.229 4.267 3.255 -0.08
C -3.500 4.150 1.899 -0.08
O -2.092 3.958 2.004 -0.55
C -1.699 2.621 2.271 -0.26
N -3.545 5.201 4.159 -0.82
H -3.495 2.582 4.451 0.20
H -5.165 3.021 4.755 0.22
H -4.747 2.155 3.274 0.20
H -5.230 4.661 3.051 0.19
H -3.626 5.100 1.370 0.18
H -3.950 3.377 1.266 0.17
H -2.356 1.893 1.786 0.17
H -1.665 2.448 3.349 0.17
H -0.686 2.484 1.886 0.20
H -3.519 6.120 3.719 0.35
H -2.564 4.924 4.196 0.36
C 0.993 -6.773 1.371 -0.61
C 1.168 -5.431 0.666 -0.08
C 1.891 -5.535 -0.694 -0.08
O 3.299 -5.725 -0.598 -0.55
C 3.696 -7.062 -0.343 -0.25
N 1.853 -4.502 1.573 -0.82
H 1.912 -7.122 1.846 0.20
H 0.242 -6.690 2.161 0.22
H 0.655 -7.544 0.672 0.20
H 0.164 -5.038 0.470 0.19
H 1.759 -4.582 -1.216 0.19
H 1.440 -6.305 -1.331 0.16
H 3.039 -7.787 -0.831 0.17
H 3.736 -7.243 0.733 0.17
H 4.707 -7.193 -0.735 0.19
H 1.875 -3.581 1.139 0.35
H 2.836 -4.777 1.603 0.36
```